[1]
31
Properties=species:S:1:pos:R:3 method="wB97M-V/def2-TZVPD" total_charge=+2 spin_multiplicity=3 homo_ev="-12.5 / -16.5" e_lumo_ev="-7.55 / -11.34" e_tot_ev=-30549.6960
Pt -0.221 -0.063 -0.116
O -1.518 -2.540 1.261
C -1.099 -1.619 0.706
C 0.566 1.588 -0.938
O 1.143 2.478 -1.391
C -0.381 0.936 1.610
O -0.299 1.426 2.649
C -0.136 -0.947 -1.878
O 0.042 -1.455 -2.903
H -3.712 1.338 -0.964
H -3.365 1.934 -1.259
N 8.142 -6.920 2.628
C 7.361 -6.099 2.339
C 6.457 -5.038 2.014
C 5.235 -5.276 1.373
C 4.378 -4.212 1.083
C 4.765 -2.907 1.421
C 5.987 -2.661 2.057
C 6.825 -3.733 2.349
N 3.898 -1.827 1.155
C 4.162 -0.477 1.385
C 3.029 0.224 1.067
N 2.074 -0.665 0.632
C 2.613 -1.882 0.676
H 4.940 -6.287 1.097
H 3.418 -4.404 0.599
H 6.287 -1.654 2.344
H 7.769 -3.539 2.843
H 5.100 -0.092 1.719
H 2.892 1.294 1.134
H 2.165 -2.821 0.385



[2]
20
Properties=species:S:1:pos:R:3 method="wB97M-V/def2-TZVPD" relative_energy_kcal_mol=47.1 smiles="C=C(C)C.CSN" homo_ev=-8.6 e_lumo_ev=0.73 e_tot_ev=-17719.2087
C 0.717 -0.424 2.318
C 1.354 -0.699 1.202
C 2.542 0.003 0.688
C 0.776 -1.773 0.362
H 1.060 0.283 3.085
H -0.169 -0.975 2.515
H 3.521 -0.472 0.733
H 2.484 -0.050 -0.411
H 2.897 0.940 1.186
H 0.042 -2.428 0.950
H 0.115 -1.352 -0.361
H 1.495 -2.345 -0.194
C -1.100 1.625 -1.960
S -1.757 0.684 -0.649
N -3.474 0.648 -1.144
H -0.808 0.972 -2.801
H -0.252 2.257 -1.697
H -1.711 2.348 -2.314
H -4.002 1.111 -0.459
H -3.728 -0.355 -1.047



[3]
109
Properties=species:S:1:pos:R:3 method="wB97M-V/def2-TZVPD" relative_energy_kcal_mol=15.5 homo_ev=-8.2 e_lumo_ev=0.07 e_tot_ev=-198939.0154
K 0.211 0.030 -0.667
N -3.077 1.730 0.703
C -2.583 1.179 1.878
C -3.125 1.653 3.087
C -2.679 1.108 4.267
C -1.716 0.103 4.219
C -1.231 -0.267 2.980
N -1.628 0.264 1.822
C -3.332 1.103 -0.509
C -4.036 1.830 -1.480
C -4.370 1.183 -2.649
C -3.967 -0.136 -2.843
C -3.229 -0.737 -1.844
N -2.930 -0.143 -0.689
H -3.611 2.572 0.844
H -3.901 2.406 3.077
H -3.084 1.448 5.211
H -1.338 -0.372 5.110
H -0.467 -1.027 2.908
H -4.322 2.858 -1.307
H -4.926 1.708 -3.414
H -4.182 -0.667 -3.756
H -2.839 -1.738 -1.965
Cl 1.321 -1.624 1.439
C 3.001 -1.488 1.962
C 3.609 -2.643 2.409
C 4.937 -2.584 2.807
C 5.626 -1.384 2.753
C 4.986 -0.237 2.309
C 3.651 -0.259 1.908
P 2.758 1.209 1.286
C 4.091 2.408 0.969
C 4.300 3.562 1.716
C 5.266 4.480 1.329
C 6.033 4.251 0.199
C 5.830 3.101 -0.552
C 4.859 2.193 -0.176
C 1.978 1.842 2.803
C 2.548 1.757 4.068
C 1.921 2.339 5.157
C 0.722 3.020 4.987
C 0.144 3.099 3.730
C 0.765 2.501 2.645
H 3.057 -3.570 2.435
H 5.430 -3.482 3.151
H 6.663 -1.338 3.053
H 5.530 0.699 2.262
H 3.705 3.756 2.598
H 5.417 5.375 1.917
H 6.781 4.971 -0.103
H 6.413 2.922 -1.445
H 4.683 1.318 -0.791
H 3.487 1.235 4.211
H 2.370 2.268 6.138
H 0.235 3.478 5.837
H -0.802 3.605 3.588
H 0.294 2.532 1.670
Br -2.838 -6.835 0.058
C -3.920 -5.295 0.212
C -5.287 -5.438 0.015
C -6.120 -4.339 0.115
C -5.590 -3.092 0.414
C -4.228 -2.951 0.612
C -3.383 -4.055 0.510
I -1.357 -3.718 0.801
H -5.688 -6.413 -0.219
H -7.182 -4.460 -0.046
H -6.230 -2.226 0.490
H -3.798 -1.982 0.822
O 1.684 -0.296 -2.756
C 0.514 -0.352 -3.196
O -0.414 -1.058 -2.759
C 0.203 0.656 -4.290
C -0.985 1.365 -4.304
C -1.195 2.391 -5.217
C -0.218 2.725 -6.140
C 0.961 1.997 -6.108
C 1.200 0.974 -5.209
N 2.034 2.374 -7.050
O 3.091 1.781 -6.970
O 1.796 3.260 -7.848
H -1.748 1.119 -3.582
H -2.128 2.940 -5.207
H -0.343 3.523 -6.856
H 2.147 0.461 -5.186
O 0.285 2.411 -1.011
S 1.102 3.614 -0.646
C 0.031 5.011 -0.905
C -0.884 4.986 -1.951
C -1.731 6.065 -2.119
C -1.661 7.150 -1.252
C -0.754 7.158 -0.208
C 0.098 6.075 -0.024
C 2.283 3.862 -1.954
C 2.935 5.082 -2.055
C 3.921 5.231 -3.014
C 4.249 4.168 -3.847
C 3.598 2.954 -3.717
C 2.604 2.785 -2.758
H -0.925 4.125 -2.606
H -2.446 6.070 -2.930
H -2.324 7.993 -1.392
H -0.711 7.997 0.472
H 0.797 6.051 0.801
H 2.676 5.906 -1.403
H 4.429 6.181 -3.116
H 5.014 4.292 -4.601
H 3.854 2.126 -4.364
H 2.120 1.825 -2.646



[4]
9
Properties=species:S:1:pos:R:3 method="wB97M-V/def2-TZVPD" total_charge=-1 relative_energy_kcal_mol=39.6 smiles="N[N-][N+](=O)[N-]O" homo_ev=-1.9 e_lumo_ev=4.63 e_tot_ev=-10098.6989
N -1.151 -0.394 1.533
N -0.963 0.441 0.431
N -0.014 0.133 -0.309
O 0.714 -0.897 -0.165
N 0.206 1.062 -1.570
O 1.408 0.548 -2.271
H -0.228 -0.953 1.570
H -1.484 0.180 2.333
H 1.513 -0.120 -1.551



[5]
97
Properties=species:S:1:pos:R:3 method="wB97M-V/def2-TZVPD" total_charge=+2 relative_energy_kcal_mol=106.4 spin_multiplicity=6 homo_ev="-9.7 / -13.6" e_lumo_ev="-5.67 / -8.39" e_tot_ev=-95629.9709
Ir -0.265 0.230 0.445
N 0.401 0.433 5.375
C -0.250 0.210 4.242
S 0.504 0.529 2.752
N -1.584 -0.229 4.338
N -2.230 -0.524 3.159
C -2.692 -1.627 2.723
C -3.297 -1.778 1.450
C -4.302 -2.841 1.423
C -4.898 -3.107 0.257
C -4.834 -2.262 -0.881
C -4.149 -1.006 -0.796
C -3.240 -0.941 0.364
O -2.281 -0.090 0.328
H 1.380 0.285 5.278
H -0.103 0.781 6.128
H -2.789 -2.503 3.313
H -4.476 -3.169 2.440
H -5.540 -3.855 0.028
H -5.403 -2.598 -1.732
H -4.273 -0.246 -1.540
O 0.789 6.807 -0.836
N 1.838 6.391 -0.360
O 2.889 6.895 -0.371
C 1.843 5.070 0.243
C 2.984 4.415 0.218
C 2.994 2.994 0.289
C 4.193 2.226 0.213
C 4.076 0.908 0.220
C 2.792 0.101 0.125
N 1.655 0.931 0.233
C 1.713 2.222 0.219
C 0.496 3.016 0.267
N -0.665 2.332 0.437
C -1.705 2.945 0.816
C -1.794 4.329 0.848
C -0.710 5.090 0.641
C 0.508 4.418 0.302
H 3.989 4.771 0.351
H 5.128 2.788 0.209
H 4.946 0.215 0.223
H 2.871 -0.263 -0.916
H -2.512 2.280 1.119
H -2.742 4.838 1.084
H -0.580 6.167 0.773
C -0.024 -1.721 -2.208
C -0.419 -2.675 -1.124
P 0.260 -2.041 0.432
C -0.321 -3.194 1.711
C 0.080 -2.945 2.976
C -0.348 -3.721 4.006
C -1.293 -4.740 3.738
C -1.593 -5.071 2.454
C -1.225 -4.222 1.413
C 2.163 -2.243 0.481
C 2.749 -3.445 0.246
C 4.112 -3.660 0.644
C 4.820 -2.602 1.378
C 4.263 -1.416 1.650
C 2.887 -1.121 1.116
P -0.289 0.027 -1.798
C 1.024 0.912 -2.828
C 0.828 2.266 -3.116
C 1.824 2.997 -3.749
C 3.062 2.382 -4.108
C 3.167 1.009 -3.928
C 2.172 0.295 -3.250
C -1.895 0.614 -2.536
C -2.597 1.722 -1.992
C -3.748 2.083 -2.679
C -4.165 1.419 -3.887
C -3.301 0.457 -4.443
C -2.172 0.073 -3.743
H -0.435 -1.909 -3.143
H 1.019 -1.819 -2.459
H -0.097 -3.773 -1.140
H -1.488 -2.670 -1.017
H 0.737 -2.118 3.098
H -0.049 -3.637 5.027
H -1.625 -5.435 4.535
H -2.166 -5.992 2.299
H -1.523 -4.445 0.377
H 2.232 -4.260 -0.300
H 4.466 -4.643 0.482
H 5.819 -2.743 1.685
H 4.884 -0.741 2.231
H 2.517 -0.647 1.950
H -0.112 2.778 -2.748
H 1.668 4.025 -3.932
H 3.892 2.955 -4.562
H 4.070 0.614 -4.248
H 2.348 -0.758 -3.030
H -2.176 2.300 -1.175
H -4.450 2.869 -2.276
H -5.107 1.633 -4.404
H -3.594 0.040 -5.353
H -1.522 -0.639 -4.188



[6]
79
Properties=species:S:1:pos:R:3 method="wB97M-V/def2-TZVPD" total_charge=+1 homo_ev=-6.9 e_lumo_ev=-5.69 e_tot_ev=-335346.7872
O -1.261 -0.390 2.164
N -1.888 -1.452 2.077
O -1.103 -2.494 2.405
P -0.874 -2.640 4.125
H -1.369 -3.938 4.525
H -1.570 -1.653 4.912
H 0.560 -2.586 4.379
C 1.305 0.489 -0.262
Br 2.093 2.205 0.205
Br 0.260 0.593 -1.899
Br 2.642 -0.922 -0.346
H 0.612 0.225 0.544
C -2.861 2.512 -1.490
C -3.559 3.490 -2.419
O -3.096 3.542 -3.592
O -4.516 4.127 -1.895
H -2.044 1.992 -1.999
H -2.447 3.047 -0.630
H -3.576 1.765 -1.132
Ca -3.741 3.567 -5.453
C 0.127 3.255 3.502
C -0.087 4.386 4.292
C 0.307 4.389 5.632
C 0.921 3.250 6.171
C 1.130 2.111 5.383
C 0.729 2.119 4.045
N 1.360 3.255 7.572
O 1.141 4.275 8.242
O 1.929 2.242 8.003
H -0.176 3.260 2.457
H -0.558 5.268 3.862
H 0.134 5.278 6.234
H 1.601 1.218 5.790
H 0.890 1.241 3.424
N -9.516 2.590 -2.917
S -8.036 2.622 -2.391
O -6.969 2.491 -3.378
O -7.770 2.042 -1.080
F -7.912 4.182 -2.043
S -9.918 1.157 -3.424
O -11.146 1.135 -4.216
O -9.783 0.036 -2.501
F -8.827 0.821 -4.538
C 5.214 -3.311 0.314
O 6.060 -2.464 0.558
O 4.637 -3.449 -0.771
O 4.805 -4.160 1.113
Li -9.509 0.692 -6.342
N -2.942 8.114 -1.426
C -3.815 7.066 -1.285
C -4.611 7.319 -0.191
C -4.209 8.567 0.344
C -3.179 9.036 -0.440
H -2.236 8.195 -2.146
H -3.793 6.232 -1.973
H -5.397 6.676 0.181
H -4.626 9.068 1.207
H -2.595 9.945 -0.380
O 0.599 -4.765 1.573
H 1.569 -4.563 1.551
H 0.316 -5.272 0.770
H 0.061 -3.941 1.689
C 5.167 -5.750 -2.366
O 5.673 -7.063 -2.256
P 7.261 -7.293 -2.387
O 8.121 -6.088 -2.159
O 7.427 -7.983 -3.832
C 7.015 -7.246 -4.963
O 7.526 -8.516 -1.375
C 8.875 -8.863 -1.144
H 4.349 -5.750 -3.091
H 4.779 -5.439 -1.394
H 5.923 -5.035 -2.698
H 7.187 -6.174 -4.823
H 5.953 -7.427 -5.144
H 7.586 -7.583 -5.832
H 9.340 -8.115 -0.496
H 9.425 -8.934 -2.085
H 8.906 -9.833 -0.641



[7]
14
Properties=species:S:1:pos:R:3 method="wB97M-V/def2-TZVPD" relative_energy_kcal_mol=202.5 homo_ev=-7.9 e_lumo_ev=0.24 e_tot_ev=-11207.9971
C -0.904 -0.319 -0.367
C 0.386 -1.017 -0.467
C -0.551 1.068 -0.122
H -2.979 -1.184 -0.565
H -1.618 -1.801 0.863
H 0.782 -2.119 -0.859
H 2.699 0.377 1.357
H 3.320 1.048 -0.276
H -2.278 1.439 0.466
N -2.242 -0.786 0.296
N 1.310 0.103 -0.110
N 2.772 -0.010 0.175
N 0.748 1.316 -0.291
O -1.446 1.884 -0.101



[8]
14
Properties=species:S:1:pos:R:3 method="wB97M-V/def2-TZVPD" relative_energy_kcal_mol=44.5 smiles="C=C(CF)N(S)C=O" homo_ev=-8.9 e_lumo_ev=0.63 e_tot_ev=-21333.9772
C -1.463 -1.413 0.802
C -0.491 -0.475 0.819
C -0.406 0.420 2.007
F -0.936 1.631 1.714
N 0.226 -0.089 -0.305
S 0.466 -1.316 -1.531
C 0.786 1.104 -0.504
O 1.420 1.375 -1.522
H -1.632 -2.071 0.030
H -2.127 -1.618 1.618
H 0.604 0.494 2.341
H -1.035 -0.002 2.807
H 0.969 -0.422 -2.473
H 0.689 1.808 0.316



What did the fifth record say?
97
Properties=species:S:1:pos:R:3 method="wB97M-V/def2-TZVPD" total_charge=+2 relative_energy_kcal_mol=106.4 spin_multiplicity=6 homo_ev="-9.7 / -13.6" e_lumo_ev="-5.67 / -8.39" e_tot_ev=-95629.9709
Ir -0.265 0.230 0.445
N 0.401 0.433 5.375
C -0.250 0.210 4.242
S 0.504 0.529 2.752
N -1.584 -0.229 4.338
N -2.230 -0.524 3.159
C -2.692 -1.627 2.723
C -3.297 -1.778 1.450
C -4.302 -2.841 1.423
C -4.898 -3.107 0.257
C -4.834 -2.262 -0.881
C -4.149 -1.006 -0.796
C -3.240 -0.941 0.364
O -2.281 -0.090 0.328
H 1.380 0.285 5.278
H -0.103 0.781 6.128
H -2.789 -2.503 3.313
H -4.476 -3.169 2.440
H -5.540 -3.855 0.028
H -5.403 -2.598 -1.732
H -4.273 -0.246 -1.540
O 0.789 6.807 -0.836
N 1.838 6.391 -0.360
O 2.889 6.895 -0.371
C 1.843 5.070 0.243
C 2.984 4.415 0.218
C 2.994 2.994 0.289
C 4.193 2.226 0.213
C 4.076 0.908 0.220
C 2.792 0.101 0.125
N 1.655 0.931 0.233
C 1.713 2.222 0.219
C 0.496 3.016 0.267
N -0.665 2.332 0.437
C -1.705 2.945 0.816
C -1.794 4.329 0.848
C -0.710 5.090 0.641
C 0.508 4.418 0.302
H 3.989 4.771 0.351
H 5.128 2.788 0.209
H 4.946 0.215 0.223
H 2.871 -0.263 -0.916
H -2.512 2.280 1.119
H -2.742 4.838 1.084
H -0.580 6.167 0.773
C -0.024 -1.721 -2.208
C -0.419 -2.675 -1.124
P 0.260 -2.041 0.432
C -0.321 -3.194 1.711
C 0.080 -2.945 2.976
C -0.348 -3.721 4.006
C -1.293 -4.740 3.738
C -1.593 -5.071 2.454
C -1.225 -4.222 1.413
C 2.163 -2.243 0.481
C 2.749 -3.445 0.246
C 4.112 -3.660 0.644
C 4.820 -2.602 1.378
C 4.263 -1.416 1.650
C 2.887 -1.121 1.116
P -0.289 0.027 -1.798
C 1.024 0.912 -2.828
C 0.828 2.266 -3.116
C 1.824 2.997 -3.749
C 3.062 2.382 -4.108
C 3.167 1.009 -3.928
C 2.172 0.295 -3.250
C -1.895 0.614 -2.536
C -2.597 1.722 -1.992
C -3.748 2.083 -2.679
C -4.165 1.419 -3.887
C -3.301 0.457 -4.443
C -2.172 0.073 -3.743
H -0.435 -1.909 -3.143
H 1.019 -1.819 -2.459
H -0.097 -3.773 -1.140
H -1.488 -2.670 -1.017
H 0.737 -2.118 3.098
H -0.049 -3.637 5.027
H -1.625 -5.435 4.535
H -2.166 -5.992 2.299
H -1.523 -4.445 0.377
H 2.232 -4.260 -0.300
H 4.466 -4.643 0.482
H 5.819 -2.743 1.685
H 4.884 -0.741 2.231
H 2.517 -0.647 1.950
H -0.112 2.778 -2.748
H 1.668 4.025 -3.932
H 3.892 2.955 -4.562
H 4.070 0.614 -4.248
H 2.348 -0.758 -3.030
H -2.176 2.300 -1.175
H -4.450 2.869 -2.276
H -5.107 1.633 -4.404
H -3.594 0.040 -5.353
H -1.522 -0.639 -4.188